This record from OMol25 describes a 2-piece molecular cluster, C2H8O3PS overall in a non-equilibrium geometry. The level of theory is the ωB97M-V functional and the def2-TZVPD basis.

The value obtained for the HOMO-LUMO gap is 6.0 eV. As for the strongest force on any atom: 4.20 eV Å⁻¹. Its total charge is +1. For the molecular weight, the calculation gives 143.12 g/mol. The energy relative to the best compared isomer or geometry (same formula, charge and spin) is 60.7 kcal per mole. The calculation puts the total energy at -28462.1152 eV.

Bonds (Å) are listed after each position.
Cartesian coordinates (Å):
1 C 2.339 -0.824 3.314  O5 1.453, H8 1.137, H9 1.098, H10 1.157
2 C -2.438 1.154 -3.112  S7 1.808, H11 1.153, H12 1.159, H13 1.183
3 O 0.544 -0.202 0.844  P6 1.561, H14 0.927
4 O -0.508 -0.402 -1.935  S7 1.730, H15 0.927
5 O 1.198 0.073 3.236  C1 1.453, P6 1.547
6 P 0.133 0.474 2.189  O3 1.561, O5 1.547
7 S -0.672 0.774 -3.194  C2 1.808, O4 1.730
8 H 2.534 -1.037 4.413  C1 1.137
9 H 3.304 -0.365 3.062  C1 1.098
10 H 2.268 -1.801 2.699  C1 1.157
11 H -2.527 2.036 -2.375  C2 1.153
12 H -2.924 0.203 -2.662  C2 1.159
13 H -2.944 1.353 -4.162  C2 1.183
14 H 0.204 -0.181 -0.019  O3 0.927
15 H -0.510 -1.256 -2.296  O4 0.927